*P*
C6H15NO | ωB97M-V/def2-TZVPD

E_HOMO = -0.271 Eh
Kohn-Sham gap = 0.3037 Ha

```
23
C6H15NO ωB97M-V/def2-TZVPD
H -1.476 -1.759 -0.747
C -2.151 0.629 1.070
H 0.590 1.013 2.252
C 1.404 -0.326 -1.181
H -2.621 -0.553 -1.351
H 3.008 -1.198 -0.263
C 0.917 1.040 1.212
H 1.997 0.878 1.174
H 1.074 -1.308 -1.519
O 0.246 -1.289 1.006
H -2.435 -0.335 1.484
H -2.986 1.102 0.558
C -1.564 -0.784 -1.223
H -0.830 1.252 -0.855
H 0.250 -1.182 1.963
C -0.904 0.279 -0.381
H 1.245 0.432 -1.946
C 0.255 -0.046 0.406
N 2.752 -0.320 -0.696
H 0.697 2.022 0.802
H 3.425 -0.015 -1.387
H -1.117 -0.834 -2.216
H -1.776 1.302 1.837
```

=====

*Q*
C6H15NO | ωB97M-V/def2-TZVPD

E_HOMO = -0.310 Eh
Kohn-Sham gap = 0.3459 Ha
SMILES = CCNCC[C@H](C)O

```
23
C6H15NO ωB97M-V/def2-TZVPD
H 0.825 -1.651 -0.977
O -2.879 -0.020 0.881
H 1.897 -0.368 -1.594
H 0.681 -0.600 1.786
C 1.835 -1.240 -0.947
H 1.129 1.993 1.019
H 2.558 -1.946 -1.362
H -2.349 1.290 -1.399
H -0.951 0.967 1.959
C -0.809 1.098 0.885
C 2.277 -0.863 0.465
H -2.434 -0.409 -1.787
H -1.202 -0.989 0.299
C 0.688 1.082 0.610
C -1.823 0.339 -1.280
H -1.269 2.052 0.619
N 1.347 -0.047 1.262
H -0.890 0.371 -1.848
H 2.579 -1.692 1.094
H 0.836 1.087 -0.467
H -3.574 -0.258 0.257
C -1.611 0.012 0.176
H 3.138 -0.207 0.349
```

=====

*R*
C6H15NO | ωB97M-V/def2-TZVPD

E_HOMO = -0.314 Eh
Kohn-Sham gap = 0.3522 Ha
SMILES = C[C@@H](O)CCN(C)C

```
23
C6H15NO ωB97M-V/def2-TZVPD
H 2.013 -1.287 2.691
C 0.849 -0.171 -2.242
H -1.370 -0.033 2.579
C 1.733 -0.343 2.219
C -0.370 0.640 -1.803
H 1.741 0.430 -2.394
H -1.828 0.759 -0.300
N 0.449 -0.567 1.563
H -1.151 -0.845 -0.484
H -1.216 -1.685 2.317
H 1.644 0.383 3.042
H 1.065 -0.938 -1.503
H 2.491 -0.048 1.503
H -1.647 -0.326 -2.970
H -0.260 -0.932 3.561
O -1.439 0.592 -2.751
H 0.630 -0.674 -3.184
H -0.192 1.703 -1.743
C 0.099 0.561 0.681
C -0.891 0.212 -0.416
H -0.217 1.427 1.281
H 1.042 0.879 0.235
C -0.592 -0.805 2.533
```

=====

*S*
C6H15NO | ωB97M-V/def2-TZVPD

E_HOMO = -0.338 Eh
Kohn-Sham gap = 0.3727 Ha
SMILES = C/C=C/C[C@@H](C)N.O

```
23
C6H15NO ωB97M-V/def2-TZVPD
H 1.087 -1.462 0.214
C 0.983 1.124 0.958
H 0.759 2.647 2.422
C 0.036 -1.651 0.024
H -1.299 -3.218 -0.756
C -0.291 -2.817 -0.842
H -1.853 -0.751 0.082
H 1.457 2.740 -0.418
H 1.718 0.321 0.914
H -1.148 1.278 1.121
H -2.258 0.307 -2.085
O -2.023 -0.393 -2.719
H -0.376 0.261 2.322
H -0.111 -2.545 -1.894
H 1.449 1.162 -1.102
H -0.101 1.917 -0.881
C 0.879 1.816 -0.430
C -0.419 0.474 1.253
N 1.348 1.858 2.133
H 2.262 2.303 2.172
H 0.432 -3.613 -0.672
C -0.807 -0.657 0.336
H -1.725 -1.102 -2.152
```

=====

Which structure wins on stability? *Q* wins.

=====

*P*
C6H15NO | ωB97M-V/def2-TZVPD

E_HOMO = -0.290 Eh
Kohn-Sham gap = 0.3199 Ha
SMILES = CC/C(C)=C(/C)N.O

```
23
C6H15NO ωB97M-V/def2-TZVPD
H 1.895 -0.984 -0.765
H 1.564 0.416 1.992
H -1.401 -0.625 -1.460
H -2.740 -0.324 -0.543
H 0.369 -0.970 -1.552
H -0.588 -2.908 0.158
O -0.750 -3.461 0.939
H 0.800 1.885 1.436
H 1.102 1.704 -2.029
H 2.650 0.860 -1.976
C 1.566 0.718 -2.034
C 0.405 0.262 0.190
H 2.281 1.330 0.626
C 1.359 1.015 1.097
H -0.920 -2.805 1.627
C -0.945 0.229 0.317
H -1.090 1.655 1.933
H 1.447 0.330 -3.054
C 1.065 -0.309 -1.023
N -1.764 -0.558 -0.516
C -1.693 0.895 1.458
H -2.511 1.447 0.994
H -2.101 0.201 2.185
```

=====

*Q*
C6H15NO | ωB97M-V/def2-TZVPD

E_HOMO = -0.322 Eh
Kohn-Sham gap = 0.3544 Ha
SMILES = CC(C)CCNCO

```
23
C6H15NO ωB97M-V/def2-TZVPD
H -0.701 1.974 2.186
C 1.284 -0.205 -2.251
H -1.887 -0.419 -1.441
H -1.894 0.788 2.274
H -1.811 1.625 0.829
C -0.557 -0.870 0.164
C -0.794 -0.202 -1.289
O 1.085 1.270 -2.125
H 0.219 -1.670 0.203
H -0.013 -0.483 3.499
C 0.497 -0.482 2.610
H 1.968 -0.387 -3.045
H 1.633 -0.368 -1.091
H -0.667 0.887 -1.287
H 0.883 0.665 0.782
H -1.472 -1.442 0.279
C -1.161 1.216 1.626
H -0.397 -1.168 -3.222
H 1.498 1.733 -2.815
H 0.674 -1.612 2.228
C -0.041 0.067 1.269
N 0.025 -0.841 -2.316
H 1.630 -0.075 2.934
```

=====

*R*
C6H15NO | ωB97M-V/def2-TZVPD

E_HOMO = -0.316 Eh
Kohn-Sham gap = 0.3514 Ha
SMILES = C[C@@H](O)CCN(C)C

```
23
C6H15NO ωB97M-V/def2-TZVPD
C 0.660 -0.809 -0.066
H 0.026 -1.476 -0.673
H 0.314 0.428 -2.782
H 0.114 -0.260 3.209
H -1.953 -1.601 0.659
C -1.282 0.896 -1.406
N -0.146 -0.590 1.129
H 1.217 1.286 0.009
C 0.724 -0.361 2.280
H 2.103 0.232 -1.254
H 0.993 0.730 2.188
H -0.709 -2.678 1.285
C 1.153 0.493 -0.749
H 1.612 -1.352 0.107
H -1.931 1.303 -2.183
H -1.328 1.536 -0.491
C -1.119 -1.672 1.372
C 0.208 1.058 -1.836
H 0.281 2.816 -2.795
H -1.530 -1.535 2.372
O 0.579 2.380 -1.992
H -1.662 -0.029 -0.965
H 1.673 -0.796 2.582
```

=====

Which structure wins on stability? *P* wins.

=====

*P*
C5H12NO | ωB97M-V/def2-TZVPD

E_HOMO = -0.082 Eh
Kohn-Sham gap = 0.2299 Ha
SMILES = CC[C@H](C[O-])NC
net charge = -1

```
19
C5H12NO ωB97M-V/def2-TZVPD
H 2.566 0.178 0.822
C -0.598 -1.036 -1.865
C -0.367 0.018 0.526
O -1.351 2.089 -0.412
H 0.760 1.513 0.993
H 2.260 0.255 2.577
H 1.262 -0.691 -0.805
H 0.358 0.797 -1.296
H -1.300 -1.652 -1.290
C 0.272 -0.219 -0.883
C 1.838 -0.032 1.606
N 0.539 0.643 1.479
H 0.054 -1.623 -2.514
H 1.781 -1.125 1.648
H -2.316 0.208 -0.340
H -0.821 -0.900 0.923
C -1.610 0.885 0.173
H -2.110 1.089 1.149
H -1.218 -0.397 -2.491
```

=====

*Q*
C5H12NO | ωB97M-V/def2-TZVPD

E_HOMO = -0.080 Eh
Kohn-Sham gap = 0.2237 Ha
SMILES = NCCCCC[O-]
net charge = -1

```
19
C5H12NO ωB97M-V/def2-TZVPD
O -2.719 -0.428 -1.872
N 2.628 1.087 0.628
C -1.952 -0.274 -0.835
H 0.102 -0.005 -1.742
C 1.380 1.282 1.206
H 2.695 0.034 0.492
C -0.472 -0.794 -1.028
H -2.059 0.761 -0.411
H -0.600 -1.743 -1.557
H 1.473 1.809 2.149
H 1.440 -1.432 0.022
C 0.458 0.079 1.468
H -2.285 -0.884 0.104
H 2.589 1.181 -0.390
H 0.778 -0.423 2.349
H 0.004 -1.803 0.729
H -0.639 0.341 1.690
H 0.839 2.040 0.488
C 0.422 -0.970 0.299
```

=====

*R*
C5H12NO | ωB97M-V/def2-TZVPD

E_HOMO = -0.108 Eh
Kohn-Sham gap = 0.2546 Ha
net charge = -1

```
19
C5H12NO ωB97M-V/def2-TZVPD
H -2.512 1.724 -1.064
O -0.171 0.305 -1.586
H -1.641 3.283 -0.943
H -1.248 1.959 0.169
H 0.478 2.256 -1.603
H 1.608 -1.820 -0.010
H 0.888 -2.519 1.443
H -0.545 -2.789 -0.427
N -0.533 -1.880 0.019
H 0.707 0.422 0.719
H 1.589 -1.132 3.248
C 0.894 -0.400 1.397
C 0.758 -1.731 0.694
C -1.548 2.191 -0.855
C 1.383 -0.260 2.620
H -0.626 -1.121 -0.712
H 1.648 0.684 3.093
C -0.423 1.612 -1.792
H -0.799 1.891 -2.814
```

=====

Which structure wins on stability? *P* wins.